33
Properties=species:S:1:pos:R:3:lowdin_charge:R:1 method="wB97M-V/def2-TZVPD" lumo_ev="-8.528 / -11.264" homo_ev="-15.188 / -15.935" charge=+2 multiplicity=3 homo_lumo_gap_ev="6.7 / 4.7"
C 0.718 -1.943 2.777 -0.39
C -0.281 -3.126 0.159 -0.29
H 1.384 -1.163 3.238 0.05
H 1.199 -2.930 2.815 0.05
H -0.158 -2.001 3.456 0.05
H 0.102 -3.167 -0.857 0.04
H 0.115 -3.941 0.742 0.07
H -1.353 -3.141 0.230 0.07
C 0.738 1.604 1.944 -0.09
C 0.999 2.989 1.925 0.00
C 1.019 3.658 0.698 0.01
C 0.760 2.939 -0.457 0.03
H 0.735 1.162 2.959 0.13
H 1.200 3.601 2.816 0.14
H 1.212 4.714 0.545 0.14
H 0.675 3.327 -1.462 0.11
N 0.539 0.894 0.804 -0.09
C 0.525 1.563 -0.388 -0.22
C 0.140 0.686 -1.488 -0.20
N -0.154 -0.641 -1.186 -0.04
C -0.734 -1.340 -2.196 -0.10
C -0.588 0.442 -3.792 0.02
C -0.925 -0.877 -3.496 0.00
H -1.087 -2.351 -2.020 0.11
H -1.357 -1.513 -4.270 0.14
C -0.067 1.221 -2.762 0.03
H 0.136 2.291 -2.882 0.12
H -0.729 0.896 -4.771 0.14
W 0.180 -1.477 1.004 1.27
I 2.830 -1.262 0.272 0.84
O -3.692 -0.035 2.190 0.24
C -2.607 -0.342 1.891 -0.28
N -1.473 -0.739 1.558 -0.09

=====

190
Properties=species:S:1:pos:R:3:lowdin_charge:R:1 method="wB97M-V/def2-TZVPD" lumo_ev=-1.287 homo_ev=-10.863 charge=+1 homo_lumo_gap_ev=9.6
C 16.084 24.654 20.480 -0.06
O 15.517 23.764 19.493 -0.21
C 14.278 23.162 19.858 -0.21
C 13.984 22.244 18.692 -0.10
N 13.966 22.904 17.356 0.06
H 14.854 23.394 17.278 0.15
H 14.047 22.201 16.586 0.15
C 12.972 23.932 16.983 -0.08
C 13.524 24.552 15.693 -0.17
O 14.797 25.107 15.991 -0.19
C 15.631 25.412 14.941 -0.10
H 15.478 25.536 20.712 0.09
H 17.077 24.900 20.141 0.08
H 16.362 23.963 21.315 0.10
H 13.438 23.904 19.964 0.14
H 14.353 22.529 20.755 0.12
H 12.983 21.859 18.871 0.13
H 14.767 21.487 18.681 0.12
H 12.873 24.735 17.736 0.14
H 11.990 23.447 16.896 0.15
H 12.884 25.374 15.310 0.15
H 13.634 23.739 14.985 0.12
H 15.783 24.554 14.247 0.09
H 16.534 25.752 15.379 0.09
H 15.223 26.142 14.282 0.08
C 20.701 17.500 13.389 -0.08
O 21.412 17.098 14.520 -0.18
C 20.947 17.634 15.739 -0.21
C 22.012 17.365 16.781 -0.12
N 22.123 15.921 17.053 0.04
H 21.326 15.626 17.662 0.12
H 21.980 15.461 16.128 0.18
C 23.444 15.514 17.566 -0.12
C 23.403 14.054 17.905 -0.26
O 23.059 13.400 16.753 -0.18
C 23.112 11.981 16.892 -0.06
H 21.152 16.982 12.535 0.09
H 20.804 18.553 13.195 0.09
H 19.682 17.306 13.551 0.07
H 20.014 17.082 16.051 0.12
H 20.913 18.727 15.705 0.13
H 21.734 17.871 17.722 0.14
H 22.919 17.824 16.367 0.15
H 23.691 16.175 18.402 0.14
H 24.135 15.819 16.765 0.15
H 22.669 14.013 18.785 0.16
H 24.399 13.770 18.300 0.14
H 24.142 11.645 17.078 0.10
H 22.828 11.631 15.908 0.09
H 22.358 11.630 17.648 0.11
C 19.274 15.692 9.898 -0.09
O 18.208 16.536 10.282 -0.19
C 17.064 16.610 9.446 -0.20
C 16.038 15.592 9.755 -0.12
N 15.513 15.862 11.081 0.07
H 15.061 15.010 11.399 0.07
H 16.307 16.044 11.706 0.13
C 14.559 17.119 11.210 -0.01
C 13.343 17.109 10.301 -0.23
O 12.155 17.038 10.994 -0.19
C 11.773 18.210 11.693 -0.08
H 19.768 16.058 9.004 0.09
H 18.913 14.575 9.814 0.13
H 20.006 15.727 10.691 0.06
H 17.385 16.447 8.382 0.15
H 16.703 17.616 9.456 0.12
H 16.618 14.633 9.830 0.15
H 15.153 15.489 9.190 0.12
H 15.151 17.995 11.053 0.10
H 14.168 17.027 12.216 0.13
H 13.397 16.216 9.701 0.10
H 13.464 17.972 9.599 0.15
H 11.664 18.955 10.852 0.11
H 12.463 18.556 12.462 0.06
H 10.823 18.110 12.243 0.10
C 18.402 15.802 23.318 -0.05
O 17.197 15.495 22.610 -0.18
C 16.132 16.079 23.297 -0.23
C 14.887 15.800 22.507 -0.13
N 15.138 16.175 21.169 0.01
H 15.866 16.953 21.203 0.12
H 15.724 15.439 20.685 0.17
C 14.006 16.464 20.239 -0.06
C 13.431 15.072 19.790 -0.20
O 12.791 14.372 20.810 -0.18
C 12.578 13.011 20.469 -0.09
H 18.339 16.895 23.483 0.10
H 19.252 15.660 22.705 0.08
H 18.345 15.316 24.293 0.10
H 16.298 17.109 23.433 0.08
H 15.984 15.572 24.291 0.15
H 13.982 16.295 22.799 0.14
H 14.647 14.741 22.607 0.14
H 14.319 17.099 19.419 0.11
H 13.327 17.023 20.895 0.13
H 14.229 14.459 19.360 0.13
H 12.698 15.309 19.018 0.11
H 11.952 12.569 21.290 0.11
H 13.450 12.352 20.286 0.10
H 11.969 12.984 19.615 0.06
C 6.856 11.698 10.522 -0.06
O 7.697 12.792 11.012 -0.25
C 8.691 13.293 10.124 -0.19
C 9.525 14.278 10.950 -0.10
N 9.882 13.746 12.306 0.04
H 8.966 13.361 12.547 0.16
H 10.595 12.990 12.183 0.11
C 10.348 14.757 13.277 -0.10
C 10.443 14.145 14.640 -0.20
O 11.340 13.051 14.516 -0.19
C 11.586 12.460 15.783 -0.10
H 6.290 11.358 11.460 0.12
H 7.421 11.000 9.895 0.08
H 6.096 12.172 9.821 0.10
H 8.145 13.797 9.271 0.15
H 9.325 12.450 9.757 0.14
H 8.981 15.246 11.073 0.15
H 10.450 14.486 10.443 0.10
H 9.584 15.584 13.232 0.16
H 11.341 15.151 12.949 0.15
H 9.461 13.777 14.971 0.14
H 10.841 14.867 15.338 0.09
H 10.729 12.110 16.412 0.10
H 12.114 13.172 16.410 0.08
H 12.185 11.527 15.576 0.11
C 19.329 19.980 17.932 -0.07
O 18.449 18.964 17.454 -0.18
C 17.124 19.343 17.728 -0.22
C 16.158 18.270 17.340 -0.09
N 16.412 17.772 15.947 0.08
H 16.655 18.633 15.375 0.11
H 17.248 17.168 15.943 0.11
C 15.186 17.032 15.391 -0.06
C 15.588 15.633 14.999 -0.23
O 16.378 15.755 13.876 -0.19
C 16.925 14.489 13.478 -0.05
H 20.311 19.819 17.480 0.06
H 19.488 19.879 19.046 0.11
H 18.907 20.986 17.736 0.10
H 16.958 20.250 17.141 0.12
H 16.946 19.628 18.758 0.09
H 15.177 18.678 17.359 0.12
H 16.289 17.399 18.011 0.11
H 14.914 17.486 14.470 0.11
H 14.431 17.041 16.162 0.07
H 14.663 15.124 14.753 0.14
H 16.163 15.263 15.866 0.11
H 16.225 13.845 12.910 0.08
H 17.195 13.999 14.436 0.10
H 17.796 14.693 12.917 0.07
C 14.133 11.500 10.278 -0.67
F 15.057 11.989 9.466 0.14
F 13.274 10.690 9.610 0.12
F 14.699 10.829 11.258 0.17
S 13.132 12.927 10.946 0.58
O 12.677 13.771 9.820 -0.32
O 12.061 12.311 11.642 -0.29
O 14.116 13.632 11.875 -0.36
C 11.242 19.043 17.159 -0.62
F 10.187 19.519 16.438 0.10
F 12.189 19.982 17.149 0.12
F 10.792 18.880 18.436 0.09
S 11.629 17.353 16.534 0.49
O 11.976 17.633 15.139 -0.33
O 12.793 16.851 17.224 -0.34
O 10.398 16.611 16.862 -0.31
C 18.138 13.388 17.764 -0.58
F 17.998 12.854 18.987 0.13
F 19.217 12.799 17.119 0.09
F 16.976 13.219 17.081 0.11
S 18.379 15.240 17.978 0.58
O 17.357 15.711 18.877 -0.28
O 19.777 15.321 18.503 -0.34
O 18.210 15.728 16.581 -0.35
C 16.232 20.227 23.080 -0.71
F 15.382 21.213 23.497 0.11
F 17.445 20.638 23.112 0.19
F 16.118 19.252 23.949 0.14
S 15.771 19.612 21.397 0.52
O 15.957 20.778 20.531 -0.33
O 16.807 18.568 21.174 -0.33
O 14.389 19.208 21.409 -0.29
C 14.942 21.104 12.537 -0.61
F 15.494 20.537 11.466 0.14
F 14.771 22.434 12.280 0.10
F 13.695 20.545 12.679 0.09
S 15.812 20.963 14.114 0.49
O 16.565 19.700 13.992 -0.34
O 16.652 22.104 14.416 -0.29
O 14.734 20.810 15.066 -0.32

=====

14
Properties=species:S:1:pos:R:3:lowdin_charge:R:1 method="wB97M-V/def2-TZVPD" lumo_ev=0.745 homo_ev=-9.593 homo_lumo_gap_ev=10.3
C -2.037 0.436 0.176 -0.16
C -1.119 -0.785 -0.207 -0.31
C 0.309 -0.054 -0.117 -0.52
C 2.810 0.028 0.065 -0.73
H -1.720 0.542 1.633 0.21
H -1.876 1.350 -0.532 0.09
H -3.079 0.245 -0.079 0.03
H -1.091 -1.231 -1.264 0.11
H -1.388 -1.665 0.649 0.15
H 0.455 0.597 -0.912 0.05
H 0.652 0.798 0.582 0.10
H 3.912 -0.408 -0.038 0.12
O 2.434 1.247 -0.049 -0.15
S 1.738 -1.102 0.094 1.02

=====

74
Properties=species:S:1:pos:R:3:lowdin_charge:R:1 method="wB97M-V/def2-TZVPD" lumo_ev="-4.438 / -4.279" homo_ev="-10.449 / -10.419" charge=+1 multiplicity=2 homo_lumo_gap_ev="6.0 / 6.1"
Ru -0.043 -0.268 -0.739 1.48
N 3.467 3.008 4.452 0.13
C 2.291 2.604 3.875 -0.31
C 2.287 1.679 2.828 -0.04
C 1.104 1.322 2.205 -0.09
C -0.096 1.876 2.614 -0.29
C -0.107 2.783 3.677 -0.05
C 1.067 3.145 4.294 -0.01
S -1.690 1.544 1.965 0.63
O -2.433 0.807 2.948 -0.27
O -2.229 2.790 1.493 -0.31
N -1.437 0.555 0.647 -0.18
C -2.513 0.275 -0.117 -0.55
N -2.099 -0.304 -1.250 0.00
C -2.980 -0.583 -2.203 -0.07
C -4.313 -0.295 -2.013 -0.03
C -4.666 0.236 -0.768 -0.08
N -3.784 0.524 0.180 0.17
H 4.309 2.495 4.265 0.10
H 3.443 3.535 5.306 0.10
H 3.223 1.234 2.510 0.11
H 1.134 0.600 1.406 0.05
H -1.048 3.206 4.007 0.13
H 1.051 3.847 5.119 0.12
H -2.603 -1.046 -3.107 0.14
H -5.043 -0.496 -2.782 0.11
H -5.702 0.437 -0.521 0.12
Cl -3.164 -6.656 -1.227 0.73
C -2.090 -5.303 -1.353 -0.61
C -1.188 -5.245 -2.375 -0.15
C -0.353 -4.119 -2.533 -0.63
I 0.989 -4.025 -4.114 1.00
C -0.419 -3.055 -1.665 -0.42
O 0.288 -1.951 -1.800 -0.27
C -1.273 -3.176 -0.557 -0.17
N -1.196 -2.155 0.328 0.07
C -2.019 -2.144 1.354 -0.09
C -3.003 -3.133 1.537 -0.01
C -3.064 -4.190 0.676 0.01
C -2.158 -4.257 -0.405 -0.16
H -1.131 -6.059 -3.085 0.10
H -1.918 -1.341 2.072 0.10
H -3.688 -3.043 2.368 0.12
H -3.798 -4.974 0.806 0.10
C 1.950 0.112 -3.309 -0.08
C 2.720 -0.782 -2.370 -0.26
O 2.284 -0.658 -0.992 -0.30
C 2.843 -1.738 -0.209 -0.23
C 2.230 -1.823 1.165 -0.06
H 2.216 -0.145 -4.334 0.09
H 2.168 1.164 -3.137 0.06
H 0.876 -0.041 -3.203 0.04
H 3.784 -0.532 -2.388 0.13
H 2.599 -1.822 -2.669 0.05
H 3.918 -1.557 -0.134 0.13
H 2.686 -2.670 -0.755 0.12
H 2.618 -1.058 1.836 0.06
H 2.440 -2.800 1.602 0.10
H 1.146 -1.727 1.112 0.04
C 3.405 2.583 -0.449 -0.08
C 2.332 3.633 -0.192 -0.22
C 0.983 3.211 -0.679 -0.58
N 0.702 2.075 -1.230 -0.05
N -0.594 1.958 -1.649 -0.06
C -1.318 3.007 -1.375 -0.69
N -2.619 3.157 -1.722 0.14
S -0.391 4.261 -0.630 1.17
H 4.353 2.915 -0.028 0.08
H 3.547 2.427 -1.520 0.08
H 3.134 1.624 -0.008 0.05
H 2.591 4.568 -0.695 0.12
H 2.263 3.863 0.875 0.11
H -3.091 2.342 -2.079 0.09
H -3.181 3.769 -1.152 0.11

=====

17
Properties=species:S:1:pos:R:3:lowdin_charge:R:1 method="wB97M-V/def2-TZVPD" lumo_ev="4.484 / 4.360" homo_ev="-1.838 / -1.692" charge=-1 multiplicity=2 homo_lumo_gap_ev="6.3 / 6.1"
C 0.989 -0.012 1.746 -0.21
C -0.866 1.794 -0.756 -0.12
C -0.615 0.555 -0.992 -0.41
C -0.395 -0.809 -1.058 -0.32
C 0.506 -1.256 -2.183 -0.24
N -0.085 -0.053 2.773 -0.08
H 0.475 0.332 0.834 0.00
H 1.832 0.658 1.969 0.06
H 1.367 -1.022 1.595 0.05
H -1.817 2.281 -0.631 -0.04
H 0.904 1.450 -1.713 0.08
H -1.199 -1.467 -0.763 0.05
H 1.521 -0.934 -1.857 0.04
H 0.378 -0.862 -3.214 0.05
H 0.461 -2.340 -2.192 0.03
H 0.124 0.710 3.402 0.03
H -1.020 0.080 2.420 0.03

=====

| no. | molar mass (g mol⁻¹) |
| --- | --- |
| 1 | 539.02 |
| 2 | 1550.54 |
| 3 | 104.17 |
| 4 | 858.15 |
| 5 | 85.15 |